Record 1
DFT (wB97M-V/def2-TZVPD) results for a cluster of 4 separate species, C40H35N2O9PS in total.

Output
Total charge: 0
Spin multiplicity: 1
Lowest unoccupied orbital energy, eV: -1.8
SMILES: C#Cc1c([PH2]=S)c(C[C@H](C)OCc2ccccc2)cc2c1C(=O)N(CNC)C2=O.O=C1C=CC(=O)C=C1.O=C1C=CC(=O)C=C1.O=C1C=CC(=O)C=C1
HOMO energy, eV: -8.36
M, g/mol: 750.8
Calculated total energy, hartree: -3071.25245
Kohn-Sham gap, eV: 6.543

Structure (XYZ):
```
88
C40H35N2O9PS wB97M-V/def2-TZVPD
C 2.14049 -0.45376 4.57629
C 2.41738 0.43613 3.80563
C 2.36726 1.26939 2.57797
C 1.21761 2.08766 2.26714
P -0.24633 2.20604 3.41250
S 0.25871 2.38475 5.29516
C 1.25563 2.81443 1.02588
C 0.08500 3.69885 0.51911
C -0.51658 3.01153 -0.78141
C -0.03389 3.70660 -2.10561
O -1.93555 2.87464 -0.72799
C -2.37921 1.76060 -1.50773
C -2.52160 0.45741 -0.70777
C -3.17235 -0.70609 -1.19224
C -3.24853 -1.87939 -0.40910
C -2.69841 -1.95446 0.89891
C -2.04809 -0.78936 1.37923
C -1.95873 0.37600 0.59321
C 2.39375 2.76688 0.15048
C 3.48172 1.97739 0.50521
C 3.46660 1.23528 1.72560
C 4.81096 0.49713 1.83414
O 5.34065 0.02827 2.80213
N 5.29008 0.55885 0.51139
C 6.63607 0.03464 0.20430
N 6.66173 -1.16157 -0.63836
C 5.52929 -1.24132 -1.56918
C 4.82040 1.68238 -0.20899
O 5.30771 2.24049 -1.14852
H 1.95584 -1.32135 5.20352
H -1.13631 1.12660 3.21032
H -0.97906 3.38605 3.10254
H -0.68895 3.86936 1.28090
H 0.56006 4.64051 0.17149
H -0.08418 1.98253 -0.79767
H 0.83789 3.18530 -2.55266
H -0.88252 3.73288 -2.81469
H 0.29971 4.75459 -1.93208
H -1.74064 1.62661 -2.41010
H -3.37838 2.06536 -1.89694
H -3.61181 -0.69460 -2.20386
H -3.73735 -2.80413 -0.77296
H -2.74487 -2.87525 1.49740
H -1.59477 -0.84870 2.38001
H -1.42879 1.26611 0.95402
H 2.39547 3.32300 -0.79756
H 7.19181 0.84477 -0.31639
H 7.18782 -0.15936 1.14579
H 6.61229 -1.97471 -0.02929
H 4.57051 -1.49518 -1.05618
H 5.66581 -2.00192 -2.36399
H 5.37285 -0.27329 -2.09295
C -3.22804 2.45554 -6.51790
C -4.55331 2.39506 -6.62513
C -5.43218 3.25357 -5.79504
O -6.63913 3.19757 -5.89057
C -4.77782 4.18279 -4.84248
C -3.45254 4.24308 -4.73554
C -2.57425 3.38442 -5.56584
O -1.36586 3.44002 -5.46956
H -2.57048 1.83620 -7.11474
H -5.04789 1.72342 -7.31536
H -5.43512 4.80212 -4.24538
H -2.95791 4.91494 -4.04490
C -6.95637 -5.08418 -2.20708
C -8.28186 -5.10830 -2.32291
C -9.14485 -4.26869 -1.45720
O -10.35202 -4.29147 -1.56069
C -8.47375 -3.40089 -0.45959
C -7.14812 -3.37741 -0.34437
C -6.28740 -4.21681 -1.20989
O -5.07742 -4.19340 -1.10566
H -6.31002 -5.69020 -2.82926
H -8.78820 -5.73507 -3.04597
H -9.11924 -2.79450 0.16295
H -6.64064 -2.75064 0.37856
C 5.61638 -2.33740 4.75723
C 6.92569 -2.10960 4.82446
C 7.84937 -3.10299 5.42023
O 9.04318 -2.89654 5.48408
C 7.25874 -4.36173 5.93747
C 5.94940 -4.58948 5.87039
C 5.02635 -3.59430 5.27381
O 3.83138 -3.80255 5.21087
H 4.92791 -1.62266 4.32600
H 7.37233 -1.19678 4.45101
H 7.94882 -5.07603 6.36856
H 5.50069 -5.50167 6.24340
```


Record 2
DFT (wB97M-V/def2-TZVPD) results for a structure of composition C40H36Br3F3N3O4TeW.

Output
Total charge: -1
Spin multiplicity: 3
Lowest unoccupied orbital energy (alpha / beta), eV: 2.1 / 2.0
HOMO energy (alpha / beta), eV: -3.57 / -4.17
M, g/mol: 1230.9
Calculated total energy, hartree: -10367.93637
Kohn-Sham gap (alpha / beta), eV: 5.694 / 6.130

Structure (XYZ):
```
91
C40H36Br3F3N3O4TeW wB97M-V/def2-TZVPD
W -1.09684 -0.23236 -0.36737
Br -4.38810 -2.32343 -3.57562
C -4.53107 -0.58833 -2.80376
C -5.53523 0.29902 -3.24259
C -5.65700 1.55607 -2.73530
Br -7.01773 2.68999 -3.37122
C -4.76333 1.99254 -1.71525
C -4.79600 3.25996 -1.06570
C -3.87867 3.54020 -0.10752
C -2.86458 2.57876 0.20472
N -2.82509 1.43867 -0.39363
C -3.75646 1.13433 -1.32335
C -3.61940 -0.17984 -1.86987
O -2.69843 -0.93094 -1.43849
H -6.21918 -0.01707 -4.01573
H -5.52562 4.00188 -1.37028
H -3.89666 4.49480 0.40567
H -2.05636 2.76614 0.91084
Br -2.67935 -3.83889 -0.56932
C -2.88040 -2.86550 1.02620
C -3.68832 -3.44587 2.02106
C -3.84932 -2.79506 3.22345
C -3.22579 -1.56215 3.38702
C -2.49710 -1.08886 2.36695
N -2.30799 -1.71610 1.23306
C -1.84348 0.28965 2.47585
O -1.98751 1.02877 3.42058
O -1.16313 0.67401 1.49748
H -4.17308 -4.39658 1.83673
H -4.47803 -3.21166 4.00166
H -3.29433 -0.95205 4.27628
O 0.73809 1.86052 0.23208
C 0.78398 2.72496 1.09477
C 0.84326 2.41670 2.57289
C 1.97627 3.12085 3.37796
C 2.96513 3.90171 2.51770
C 2.40490 5.25432 2.09246
C 0.96380 5.13360 1.63593
N 0.75374 4.03495 0.70977
H 0.93319 1.34884 2.62543
H -0.13934 2.64276 2.99722
H 2.50341 2.36503 3.94968
H 1.54267 3.81358 4.11244
H 3.23974 3.31843 1.63758
H 3.89947 4.05380 3.06191
H 3.00187 5.69838 1.29023
H 2.44869 5.94921 2.93062
H 0.62964 6.05695 1.15678
H 0.31853 5.00834 2.49780
H 0.81887 4.17563 -0.28760
Te 1.22135 -1.29241 0.78683
C 2.58732 -0.35575 2.17475
C 2.55020 -0.60282 3.56086
C 3.55862 -0.14985 4.42404
C 4.66084 0.54470 3.91420
C 4.72467 0.80079 2.54257
C 3.70615 0.35293 1.69364
H 1.71529 -1.13972 3.99366
H 3.47825 -0.32952 5.49535
H 5.42415 0.93006 4.58990
H 5.56694 1.33986 2.12434
H 3.77241 0.55676 0.62451
F 2.79739 -8.38460 -3.89930
C 3.06045 -7.76480 -2.73300
F 2.82980 -8.67068 -1.75731
F 4.39131 -7.51585 -2.72462
C 2.25333 -6.52253 -2.55712
C 2.42597 -5.46866 -3.45540
C 1.74453 -4.28471 -3.29352
C 0.87710 -4.11715 -2.20175
C 0.69880 -5.19048 -1.31131
C 1.38155 -6.38445 -1.49546
C 0.23059 -2.87045 -1.93925
C -0.26474 -1.83801 -1.49966
H 3.13096 -5.57165 -4.27702
H 1.89579 -3.44838 -3.96889
H 0.05746 -5.03984 -0.44812
H 1.24555 -7.19790 -0.80076
C 1.65229 2.22802 -2.80320
C 0.93462 0.87830 -2.68951
C 0.92931 0.19777 -4.05539
C -0.50288 0.99245 -2.12066
H 2.63567 2.13009 -3.27641
H 1.80274 2.67253 -1.81888
H 1.06008 2.93114 -3.40916
H 1.51648 0.26288 -2.01119
H 0.43713 0.83483 -4.80709
H 0.38503 -0.73947 -4.00927
H 1.94940 -0.00687 -4.40280
H -1.23189 0.74891 -2.89683
H -0.72236 2.00579 -1.78994
```


Record 3
DFT (wB97M-V/def2-TZVPD) results for a structure of composition C40H36BrKN10O2.

Output
Total charge: 0
Spin multiplicity: 1
Lowest unoccupied orbital energy, eV: 0.2
HOMO energy, eV: -7.80
M, g/mol: 807.8
Calculated total energy, hartree: -5418.02339
Kohn-Sham gap, eV: 8.017

Structure (XYZ):
```
90
C40H36BrKN10O2 wB97M-V/def2-TZVPD
K -0.71696 0.81689 0.18863
C 2.10286 2.80045 -0.32826
N 1.57229 1.62934 -1.02327
C 2.49889 0.50324 -1.09335
C 2.97967 0.04962 0.25591
C 4.27083 0.33517 0.68447
C 4.66032 -0.04095 1.95932
C 3.74360 -0.69234 2.76604
C 2.48515 -0.95397 2.24247
N 2.10191 -0.60958 1.01928
C 1.13385 2.00797 -2.35584
C 0.37886 0.96573 -3.15675
C 0.33870 1.13346 -4.53997
C -0.40117 0.24829 -5.30158
C -1.07495 -0.78038 -4.65838
C -0.97608 -0.86382 -3.28080
N -0.26930 -0.01524 -2.53572
C 1.93954 2.88810 1.18182
C 2.63728 3.89150 1.85088
C 2.44101 4.05357 3.20955
C 1.57180 3.19754 3.86966
C 0.94426 2.21733 3.12473
N 1.11219 2.06826 1.81291
H 1.58798 3.67585 -0.73078
H 3.17178 2.94220 -0.56084
H 3.36646 0.75660 -1.72975
H 1.97862 -0.33489 -1.55719
H 4.95036 0.85256 0.01920
H 5.65743 0.18142 2.31769
H 3.98211 -0.98985 3.77850
H 1.73677 -1.46276 2.84653
H 1.98559 2.33881 -2.97696
H 0.47170 2.87257 -2.24824
H 0.88128 1.95176 -4.99582
H -0.45258 0.35678 -6.37746
H -1.66710 -1.50262 -5.20335
H -1.50122 -1.64547 -2.74085
H 3.30469 4.54597 1.30296
H 2.95410 4.84195 3.74578
H 1.37585 3.28679 4.92911
H 0.24491 1.52662 3.58676
C 0.15277 -3.43472 0.65237
N -0.78856 -2.48908 0.08176
C -2.09111 -3.06230 -0.16481
C -3.15081 -2.01892 -0.33237
N -2.95191 -0.73929 -0.40955
C -4.21206 -0.17755 -0.59397
C -4.56299 1.16322 -0.73495
C -5.90724 1.44872 -0.88913
C -6.87574 0.43393 -0.90074
C -6.53683 -0.90039 -0.76324
C -5.18406 -1.18210 -0.61220
N -4.47366 -2.36092 -0.45185
C 1.49017 -3.32145 -0.01074
N 1.66097 -2.90123 -1.23207
C 3.03807 -2.85167 -1.40340
C 3.78517 -2.40477 -2.49199
C 5.16210 -2.40271 -2.36986
C 5.79265 -2.84532 -1.19690
C 5.06757 -3.30588 -0.11385
C 3.68400 -3.29648 -0.24309
N 2.65842 -3.62329 0.62347
H -0.20102 -4.46940 0.55204
H 0.28808 -3.24945 1.72612
H -0.36606 -2.09542 -0.75490
H -2.36344 -3.67864 0.69741
H -2.11763 -3.73365 -1.04094
H -3.80223 1.93724 -0.70890
H -6.22438 2.47798 -0.99998
H -7.91802 0.70114 -1.02202
H -7.29357 -1.67451 -0.77345
H -4.84804 -3.29009 -0.38076
H 3.28940 -2.06436 -3.39296
H 5.77063 -2.05516 -3.19517
H 6.87348 -2.82437 -1.13995
H 5.56152 -3.63913 0.79009
H 2.74588 -3.83366 1.60223
Br -2.42041 -1.53172 3.35898
C -3.14273 0.21094 2.97367
C -4.45225 0.46855 3.33195
C -4.92239 1.74295 3.04226
C -4.08760 2.65610 2.42274
C -2.79531 2.26980 2.07889
N -2.33148 1.04526 2.37586
C -1.89306 3.26023 1.32089
O -1.45125 4.18936 2.00541
O -1.74134 3.01964 0.09593
H -5.06297 -0.28261 3.80850
H -5.94018 2.01031 3.29800
H -4.41381 3.66037 2.18817
```


Record 4
DFT (wB97M-V/def2-TZVPD) results for a structure of composition C40H36ClN3Si2Ti.

Output
Total charge: +1
Spin multiplicity: 2
Lowest unoccupied orbital energy (alpha / beta), eV: -4.3 / -4.3
HOMO energy (alpha / beta), eV: -9.68 / -10.82
M, g/mol: 698.2
Calculated total energy, hartree: -3598.37816
Kohn-Sham gap (alpha / beta), eV: 5.402 / 6.545

Structure (XYZ):
```
83
C40H36ClN3Si2Ti wB97M-V/def2-TZVPD
C -1.87704 -1.82153 2.95458
C -2.39046 -1.65933 1.63297
C -1.87488 -2.72864 0.82194
H -3.12230 -0.91433 1.32996
C -1.05229 -3.55088 1.64930
C -1.06784 -2.99486 2.96474
H -0.66456 -3.46915 3.85287
H -2.15346 -1.23116 3.82789
H -2.13579 -2.93738 -0.21289
H -0.56744 -4.48092 1.35905
Ti -0.08199 -1.42657 1.40639
Si 1.56774 3.08240 -0.42667
C 0.31739 4.02927 -1.43312
C 0.73872 4.63754 -2.62420
H 1.78700 4.55174 -2.92591
C -0.16829 5.33944 -3.41849
H 0.16911 5.79919 -4.34870
C -1.51210 5.43489 -3.04037
H -2.22459 5.96814 -3.67382
C -1.93651 4.84113 -1.84814
H -2.98198 4.90675 -1.54299
C -1.02224 4.16241 -1.03550
H -1.35529 3.73628 -0.08402
C 1.12958 1.27624 -0.47664
C -0.22247 0.87592 -0.59218
H -0.98068 1.62789 -0.80822
C -0.69588 -0.46627 -0.28182
H -1.73786 -0.73299 -0.50897
C 0.55776 -1.58363 -0.40098
H 0.29229 -2.64103 -0.43041
C 1.74482 -0.98772 -1.07222
H 2.46361 -1.66945 -1.52956
C 2.12131 0.33022 -0.69619
H 3.17045 0.62648 -0.65127
H 1.46046 3.54966 0.96990
Si 0.04127 -0.71843 -1.86184
C -0.32977 -2.25714 -2.97317
C -1.30382 -2.19677 -3.97062
H -1.93894 -1.31287 -4.05943
C -1.44435 -3.24015 -4.88952
H -2.19526 -3.17071 -5.67647
C -0.61389 -4.36572 -4.80285
H -0.70917 -5.17430 -5.52836
C 0.33954 -4.44472 -3.78457
H 0.98013 -5.32258 -3.69630
C 0.49061 -3.39127 -2.87597
H 1.26742 -3.47481 -2.11059
C -0.09175 0.54529 -3.31267
C -1.27915 1.25870 -3.47564
H -2.12341 1.11979 -2.79518
C -1.40734 2.16674 -4.52751
H -2.34245 2.71303 -4.65300
C -0.33178 2.39250 -5.39011
H -0.42539 3.12655 -6.19276
C 0.86718 1.69838 -5.20368
H 1.71386 1.88149 -5.86705
C 0.98697 0.77087 -4.16374
H 1.92516 0.22846 -4.02635
H 2.79301 3.33990 -0.88261
Cl 1.92473 -2.63609 1.65442
C 2.25580 -3.34094 7.28258
C 2.27503 -1.93743 7.29568
C 1.88959 -1.22177 6.16274
C 1.45664 -1.90473 5.01170
C 1.52267 -3.31778 4.98005
C 1.88102 -4.02779 6.11822
N 0.96016 -1.17889 3.91904
N 1.30339 0.06709 3.95468
C 0.48021 0.97174 3.31990
C 0.52933 2.30077 3.77712
C -0.45892 3.17662 3.37065
C -1.44437 2.69599 2.49607
C -1.37735 1.40137 2.00958
N -0.38708 0.54319 2.35026
H 2.53740 -3.90131 8.17663
H 2.58161 -1.38541 8.18396
H 1.88859 -0.13153 6.13665
H 1.30475 -3.81253 4.03606
H 1.86761 -5.11898 6.09667
H 1.33297 2.53355 4.47375
H -0.47009 4.21137 3.70722
H -2.26832 3.33207 2.17005
H -2.14831 1.02945 1.33001
```


Record 5
DFT (wB97M-V/def2-TZVPD) results for a structure of composition C40H36ClN3Si2V.

Output
Total charge: +1
Spin multiplicity: 3
Lowest unoccupied orbital energy (alpha / beta), eV: -4.1 / -4.0
HOMO energy (alpha / beta), eV: -9.10 / -9.75
M, g/mol: 701.3
Calculated total energy, hartree: -3692.79820
Kohn-Sham gap (alpha / beta), eV: 4.988 / 5.785

Structure (XYZ):
```
83
C40H36ClN3Si2V wB97M-V/def2-TZVPD
C 2.69709 -0.47475 -0.74408
C 3.20561 0.07231 -1.95197
C 2.63268 1.39011 -2.11718
H 3.95560 -0.37741 -2.59814
C 1.78600 1.63030 -1.00805
C 1.89377 0.51394 -0.11127
H 1.74825 0.59459 0.96270
H 3.01946 -1.41325 -0.29435
H 2.86702 2.11946 -2.88579
H 1.32383 2.58793 -0.79628
V 1.12802 -0.02367 -2.27822
Si 1.54607 0.11091 -4.75921
C 1.95827 -0.81531 -6.40814
C 1.52992 -0.34955 -7.65697
H 0.95859 0.57701 -7.74194
C 1.82998 -1.05373 -8.83471
H 1.47728 -0.67901 -9.79800
C 2.58998 -2.22659 -8.77650
H 2.82871 -2.77921 -9.68952
C 3.06191 -2.66937 -7.53507
H 3.67824 -3.56895 -7.47512
C 2.76169 -1.95541 -6.36478
H 3.17008 -2.28758 -5.40834
C 2.45302 1.73550 -5.37180
C 3.84676 1.76000 -5.22356
H 4.35075 0.95784 -4.67763
C 4.61004 2.78588 -5.79343
H 5.68620 2.81436 -5.62747
C 4.00296 3.76806 -6.57994
H 4.58912 4.54963 -7.06464
C 2.61802 3.73724 -6.74073
H 2.10978 4.47560 -7.36342
C 1.85387 2.76947 -6.09168
H 0.72283 2.85634 -6.28089
H 2.12771 -0.72842 -3.65664
Si -0.79843 3.30413 -5.49269
C -0.45460 3.99374 -3.80667
C 0.79019 4.53665 -3.43726
H 1.62005 4.51559 -4.14049
C 0.97222 5.11609 -2.18333
H 1.94381 5.53205 -1.91408
C -0.08941 5.18484 -1.27815
H 0.04307 5.66960 -0.31107
C -1.32413 4.63453 -1.62368
H -2.16039 4.68462 -0.92547
C -1.49558 4.01797 -2.86190
H -2.45051 3.55146 -3.09608
C -1.05502 1.49027 -5.43209
C -0.20040 0.78755 -4.50157
H 0.03908 1.29621 -3.53386
C -0.26713 -0.67940 -4.49180
H -0.21256 -1.19149 -3.51333
C -0.99271 -1.36565 -5.50417
H -0.87579 -2.45382 -5.56112
C -1.87876 -0.65170 -6.28192
H -2.53305 -1.18283 -6.97333
C -1.93528 0.75223 -6.21546
H -2.66683 1.29314 -6.81746
H -1.69689 4.01732 -6.25787
Cl -1.41513 0.43498 -2.01223
C -2.57004 2.29174 2.45535
C -2.55115 0.91519 2.71270
C -1.73406 0.06963 1.96155
C -0.96576 0.60713 0.92683
C -1.03863 1.98233 0.62670
C -1.78468 2.83105 1.42540
N -0.17379 -0.23970 0.13256
N -0.18305 -1.48200 0.46306
C 0.07518 -2.41521 -0.54141
C -0.40419 -3.71544 -0.30318
C -0.03366 -4.74365 -1.15234
C 0.81578 -4.42779 -2.21995
C 1.22148 -3.11679 -2.42913
N 0.77310 -2.08099 -1.66991
H -3.19169 2.95488 3.05846
H -3.15480 0.47650 3.50707
H -1.65736 -1.00261 2.13880
H -0.53448 2.33564 -0.26569
H -1.75351 3.90651 1.24373
H -1.02246 -3.82287 0.58393
H -0.36685 -5.76543 -0.98338
H 1.16587 -5.18605 -2.91613
H 1.89626 -2.86123 -3.25385
```